This record from OMol25 describes 2 unconnected molecules or ions with the total composition C4H12. The level of theory is wB97M-V/def2-TZVPD.

XYZ file:
```
16
Properties=species:S:1:pos:R:3:mulliken_charge:R:1
C 0.431 1.747 -0.965 -0.38
C 0.193 1.873 0.529 -0.93
H 1.457 2.057 -1.162 0.25
H 0.339 0.719 -1.297 -0.06
H -0.267 2.311 -1.588 0.28
H -0.729 1.724 1.085 0.33
H 0.345 2.899 0.888 0.34
H 0.973 1.285 1.011 0.24
C -0.336 -1.529 0.914 -0.76
C -0.314 -2.079 -0.530 -0.74
H -1.347 -1.302 1.244 0.27
H 0.114 -2.352 1.505 0.28
H 0.284 -0.758 1.371 0.19
H -1.347 -2.332 -0.766 0.22
H 0.023 -1.333 -1.247 0.19
H 0.294 -2.973 -0.602 0.29
```

Properties
Kohn-Sham gap: 0.4502 Ha
SMILES: CC.CC
Net charge: 0
Energy above the lowest of the compared OMol25 structures with the same formula, charge and spin: 0.777 eV



This record from OMol25 describes 2 unconnected molecules or ions with the total composition C4H12. The level of theory is wB97M-V/def2-TZVPD.

XYZ file:
```
16
Properties=species:S:1:pos:R:3:mulliken_charge:R:1
C 0.417 1.649 0.048 -0.10
C 1.504 1.448 1.122 -0.88
H 0.789 2.244 -0.737 0.36
H 0.119 0.740 -0.415 -0.52
H -0.360 2.302 0.485 0.34
H 1.673 0.432 1.320 0.33
H 2.520 1.723 0.803 0.25
H 1.080 2.048 1.899 0.26
C -0.509 -1.355 -1.217 -0.98
C -1.493 -1.666 0.050 -0.90
H -0.482 -2.200 -1.851 0.37
H -0.811 -0.435 -1.491 0.27
H 0.568 -1.279 -0.973 0.25
H -2.192 -0.897 0.197 0.33
H -1.928 -2.682 -0.079 0.32
H -0.894 -2.069 0.840 0.28
```

Properties
Kohn-Sham gap: 0.4545 Ha
SMILES: CC.CC
Net charge: 0
Energy above the lowest of the compared OMol25 structures with the same formula, charge and spin: 1.623 eV



This record from OMol25 describes 2 unconnected molecules or ions with the total composition C4H12. The level of theory is wB97M-V/def2-TZVPD.

XYZ file:
```
16
Properties=species:S:1:pos:R:3:mulliken_charge:R:1
C -1.563 -0.594 -0.660 -0.54
C -2.325 -0.499 -2.066 -0.94
H -0.582 -0.994 -0.946 0.16
H -1.560 0.440 -0.177 0.23
H -2.195 -1.403 -0.111 0.25
H -2.587 -1.480 -2.606 0.27
H -3.320 -0.044 -1.971 0.29
H -1.696 0.109 -2.748 0.28
C 1.919 0.488 0.673 -0.69
C 2.058 0.640 2.185 -0.82
H 1.306 1.276 0.084 0.23
H 2.901 0.570 0.206 0.33
H 1.501 -0.480 0.422 0.17
H 1.178 1.072 2.474 0.28
H 2.020 -0.385 2.697 0.25
H 2.942 1.283 2.544 0.26
```

Properties
Kohn-Sham gap: 0.4643 Ha
SMILES: CC.CC
Net charge: 0
Energy above the lowest of the compared OMol25 structures with the same formula, charge and spin: 0.978 eV



This record from OMol25 describes 2 unconnected molecules or ions with the total composition C4H12. The level of theory is wB97M-V/def2-TZVPD.

XYZ file:
```
16
Properties=species:S:1:pos:R:3:mulliken_charge:R:1
C -0.932 -1.783 -0.854 -0.84
C -0.496 -1.466 -2.356 -0.80
H -1.719 -2.507 -0.908 0.35
H -0.222 -2.120 -0.194 0.35
H -1.456 -0.844 -0.480 0.16
H -0.498 -2.290 -3.065 0.30
H 0.518 -1.063 -2.376 0.25
H -1.354 -0.837 -2.812 0.24
C 1.485 1.899 1.625 -0.73
C 0.044 1.298 1.622 -0.59
H 1.676 3.011 1.705 0.28
H 1.943 1.273 2.458 0.20
H 1.729 1.673 0.579 0.22
H -0.297 1.118 2.661 0.26
H -0.513 2.225 1.373 0.27
H 0.092 0.414 1.023 0.08
```

Properties
Kohn-Sham gap: 0.4404 Ha
SMILES: CC.CC
Net charge: 0
Energy above the lowest of the compared OMol25 structures with the same formula, charge and spin: 1.405 eV



This record from OMol25 describes 2 unconnected molecules or ions with the total composition C4H12. The level of theory is wB97M-V/def2-TZVPD.

XYZ file:
```
16
Properties=species:S:1:pos:R:3:mulliken_charge:R:1
C 1.601 -1.410 -0.722 -0.67
C 2.133 -0.035 -1.047 -0.83
H 0.520 -1.398 -0.637 0.12
H 1.927 -2.201 -1.399 0.32
H 2.029 -1.763 0.223 0.24
H 1.721 0.672 -0.320 0.23
H 1.850 0.389 -2.016 0.28
H 3.213 0.044 -1.026 0.31
C -1.733 -0.014 1.020 -0.54
C -2.031 1.469 0.722 -0.90
H -1.173 -0.138 1.947 0.29
H -2.589 -0.626 1.337 0.35
H -1.250 -0.513 0.191 -0.06
H -3.061 1.717 0.961 0.30
H -1.493 2.159 1.381 0.26
H -1.708 1.664 -0.295 0.30
```

Properties
Kohn-Sham gap: 0.4616 Ha
SMILES: CC.CC
Net charge: 0
Energy above the lowest of the compared OMol25 structures with the same formula, charge and spin: 0.384 eV



This record from OMol25 describes 2 unconnected molecules or ions with the total composition C4H12. The level of theory is wB97M-V/def2-TZVPD.

XYZ file:
```
16
Properties=species:S:1:pos:R:3:mulliken_charge:R:1
C 1.370 -2.211 0.492 -0.92
C 0.116 -1.480 0.055 -0.73
H 1.779 -2.792 -0.336 0.27
H 2.229 -1.572 0.748 0.28
H 1.241 -2.805 1.392 0.29
H -0.161 -1.260 -0.973 0.41
H -0.213 -0.596 0.607 0.06
H -0.658 -2.175 0.416 0.32
C -1.283 1.717 0.216 -0.90
C -0.151 1.957 -0.829 -0.78
H -1.001 2.180 1.163 0.26
H -2.118 2.406 0.020 0.33
H -1.574 0.691 0.129 0.30
H 0.102 2.996 -1.007 0.35
H 0.639 1.432 -0.285 0.21
H -0.316 1.511 -1.808 0.25
```

Properties
Kohn-Sham gap: 0.4569 Ha
SMILES: CC.CC
Net charge: 0
Energy above the lowest of the compared OMol25 structures with the same formula, charge and spin: 0.874 eV



Q: Which formula does entry 3 have?
A: C4H12